ORCA calculation (ωB97M-V with the def2-TZVPD basis set) on a molecular structure, C40H48BNO2.

Results
**Energy relative to the best compared isomer or geometry (same formula, charge and spin)**: 131.0 kJ/mol
**E_HOMO**: -5.433 eV
**Electronic energy**: -1783.0482 Ha

The geometry in ORCA input format:
```
! wB97M-V def2-TZVPD RIJCOSX def2/J DEFGRID3
* xyz 0 1
C -0.72 -1.10 5.22
C 0.52 -0.70 4.45
C 1.74 -0.98 5.31
C 0.65 -1.35 3.00
C 1.32 -2.71 2.97
C -0.71 -1.46 2.33
O 1.43 -0.40 2.26
B 1.21 0.83 2.93
C 2.57 1.66 3.19
C 2.73 2.39 4.36
C 4.00 2.84 4.76
C 5.13 2.54 4.00
C 4.95 1.86 2.79
C 3.69 1.41 2.40
C -0.17 1.67 1.55
C 0.70 2.80 1.14
C -1.32 2.03 2.40
C -2.67 1.73 2.11
C -3.68 2.11 3.00
C -3.39 2.80 4.18
C -2.06 3.16 4.44
C -1.06 2.80 3.55
O 0.46 0.69 4.14
H -0.78 -2.19 5.23
H -0.63 -0.77 6.26
H -1.64 -0.68 4.79
H 1.75 -2.04 5.59
H 2.69 -0.74 4.80
H 1.67 -0.39 6.24
H 0.68 -3.45 3.46
H 1.47 -3.03 1.93
H 2.30 -2.68 3.46
H -1.31 -2.26 2.76
H -1.28 -0.52 2.39
H -0.56 -1.69 1.27
H 1.88 2.63 5.00
H 4.10 3.42 5.67
H 6.12 2.82 4.35
H 5.81 1.68 2.16
H 3.58 0.86 1.46
H -0.36 0.90 0.80
H 1.60 2.48 0.61
H 0.14 3.49 0.49
H 1.02 3.39 2.01
H -2.90 1.24 1.16
H -4.72 1.85 2.77
H -4.18 3.08 4.89
H -1.79 3.71 5.35
H -0.04 3.15 3.73
C -1.65 -1.68 -5.03
C -0.55 -0.68 -4.67
C 0.23 -0.38 -5.95
C -1.10 0.61 -4.08
C 0.39 -1.28 -3.63
N 1.61 -1.75 -4.00
C 2.25 -2.35 -2.92
C 1.38 -2.30 -1.82
C 1.68 -3.07 -0.70
C 2.89 -3.79 -0.66
C 3.80 -3.72 -1.74
C 3.46 -3.02 -2.90
C 0.19 -1.56 -2.25
C -0.93 -1.31 -1.41
C -1.66 -2.40 -0.84
C -1.31 -3.76 -1.07
C -1.77 -4.77 -0.25
C -2.74 -4.50 0.73
C -3.23 -5.58 1.65
C -3.28 -3.20 0.81
C -2.77 -2.18 0.03
H -2.30 -1.92 -4.19
H -2.28 -1.26 -5.83
H -1.22 -2.60 -5.42
H 1.07 0.30 -5.77
H 0.60 -1.31 -6.41
H -0.44 0.09 -6.68
H -0.26 1.25 -3.79
H -1.73 1.14 -4.80
H -1.70 0.41 -3.18
H 2.00 -1.70 -4.93
H 0.93 -3.16 0.08
H 3.13 -4.40 0.22
H 4.76 -4.24 -1.67
H 4.10 -2.97 -3.78
H -1.38 -0.31 -1.34
H -0.67 -4.02 -1.92
H -1.42 -5.80 -0.38
H -3.98 -5.19 2.34
H -3.70 -6.41 1.09
H -2.40 -6.02 2.22
H -4.10 -3.00 1.50
H -3.18 -1.17 0.08
*
```

Atom charges from the Mulliken analysis, given in e for atoms 1 to 6: C -1.995; C 1.292; C -1.985; C 2.340; C -1.607; C -0.756